Entry 1:
Computed, not measured: a 2-piece molecular cluster, C3H10NO2S overall, with wB97M-V/def2-TZVPD.

Structure (XYZ):
```
17
Properties=species:S:1:pos:R:3
O -1.090 -1.144 0.907
C -0.210 -0.383 1.191
C 0.618 0.227 0.064
C 1.701 -0.749 -0.414
S 2.660 -1.260 1.041
N -0.350 0.476 -1.092
H 0.032 -0.113 2.228
H 1.058 1.177 0.335
H 2.290 -0.331 -1.234
H 1.186 -1.616 -0.856
H 3.848 -1.294 0.427
H -0.011 1.209 -1.720
H -1.326 0.699 -0.824
H -0.356 -0.395 -1.638
H -3.953 0.716 0.294
H -3.047 1.718 1.004
O -3.049 1.063 0.287
```

E_LUMO   -0.13254 Eh
Spin multiplicity   1
Energy above the lowest of the compared OMol25 structures with the same formula, charge and spin   0.490 eV
HOMO   -13.233 eV
Kohn-Sham gap   9.63 eV
Charge   +1

=====

Entry 2:
Computed, not measured: a 2-piece molecular cluster, C3H10NO2S2 overall, with wB97M-V/def2-TZVPD.

Structure (XYZ):
```
18
Properties=species:S:1:pos:R:3
N 0.688 -0.740 1.518
C 0.016 -0.565 0.230
C -1.332 -1.270 0.210
O -2.269 -0.726 1.134
C 0.886 -0.936 -0.965
S 2.195 0.263 -1.289
S 1.353 1.445 -2.776
H 0.043 -0.885 2.285
H 1.365 -1.495 1.476
H -0.258 0.491 0.198
H -1.810 -1.279 -0.764
H -1.246 -2.341 0.421
H 0.216 -0.996 -1.818
H 1.251 -1.952 -0.767
H 0.490 4.353 0.072
H 0.370 3.109 -0.790
H -1.849 -0.096 1.735
O -0.106 3.622 -0.112
```

E_LUMO   0.12636 Eh
Spin multiplicity   1
Energy above the lowest of the compared OMol25 structures with the same formula, charge and spin   0.453 eV
HOMO   -2.557 eV
Kohn-Sham gap   6.00 eV
Charge   -1